60
Properties=species:S:1:pos:R:3:forces:R:3 method="wB97M-V/def2-TZVPD" relative_energy_kj_mol=418.6 orbital_gap_ev="3.74 / 4.61" homo_energy_ev="0.3 / -0.6" lumo_ha="0.1480 / 0.1483" charge=-2
Cs -2.28009 -1.36857 0.03294 0.43 -0.31 0.10
S -3.47455 3.04242 2.54939 0.01 -0.01 -0.05
C -4.11445 2.19422 3.89923 0.00 0.07 0.00
C -3.94538 0.85237 3.75470 0.19 -0.35 0.14
C -3.27224 0.36708 2.56067 -0.44 0.60 -0.17
C -3.05364 1.48293 1.82587 0.17 -0.07 0.12
C -3.11228 1.70871 -0.54782 0.02 -0.13 -0.09
C -4.40706 2.23765 -0.56886 0.00 -0.03 -0.02
C -5.02743 2.36532 -1.79251 0.03 -0.02 -0.04
C -4.36558 1.97157 -2.95126 -0.04 0.01 0.03
C -3.10181 1.43295 -2.81081 -0.01 -0.01 0.06
N -2.48338 1.28771 -1.64076 -0.08 0.29 0.06
H -4.57865 2.72955 4.71559 0.01 0.00 0.00
H -4.29098 0.18149 4.53778 -0.01 -0.01 -0.01
H -4.89714 2.51273 0.35113 -0.01 0.00 0.00
H -6.03581 2.75838 -1.84181 0.00 0.00 0.00
H -4.82808 2.04558 -3.92611 -0.01 0.00 0.00
H -2.55505 1.07451 -3.67751 0.01 0.00 0.00
C 5.71768 2.42307 -2.16893 0.01 0.02 -0.01
C 5.61827 1.69330 -0.82931 0.01 -0.01 0.01
C 6.69069 0.61343 -0.78555 0.01 0.01 -0.01
C 6.57521 -0.22466 0.47053 0.00 -0.01 0.01
C 5.19656 -0.81655 0.55446 0.02 -0.06 0.04
C 5.02188 -2.08211 1.14066 0.00 0.07 -0.03
C 3.72867 -2.59755 1.19982 -0.05 -0.03 0.01
F 3.57300 -3.83968 1.76102 0.01 0.01 0.00
C 2.63453 -1.93369 0.74355 0.00 0.01 0.00
C 2.78134 -0.63241 0.16296 -0.24 0.01 -0.06
C 1.61135 0.08517 -0.21086 0.21 -0.29 0.16
O 0.44114 -0.36105 -0.13720 0.11 -0.06 -0.01
C 1.85308 1.48303 -0.64549 0.46 0.35 -0.14
C 3.20554 1.90830 -0.92123 -0.08 0.00 -0.02
N 4.29435 1.11948 -0.61428 -0.06 -0.13 0.09
C 4.11785 -0.11291 0.04422 0.01 0.21 -0.12
C 0.88311 2.37964 -0.75042 -0.12 -0.21 0.10
O 0.09548 3.22886 -0.88707 -0.09 0.09 -0.05
O -2.39036 1.53247 0.58225 -0.12 0.21 0.01
H 6.76205 2.68884 -2.34989 -0.01 0.00 0.00
H 5.13358 3.34016 -2.20597 0.00 0.00 0.00
H 5.37843 1.76840 -2.97346 0.00 0.00 0.00
H 5.82823 2.41764 -0.02352 -0.01 0.00 0.00
H 7.66739 1.10099 -0.85521 -0.01 0.00 0.00
H 6.57640 -0.02927 -1.66482 0.00 0.00 0.00
H 6.78264 0.40105 1.34789 0.00 0.00 0.00
H 7.32084 -1.02426 0.47023 0.00 0.00 0.00
H 5.86204 -2.64318 1.52757 0.00 0.00 0.00
H 1.64154 -2.35128 0.82881 0.01 -0.02 0.01
H 3.40664 2.89928 -1.28928 0.00 -0.02 0.00
C -6.03748 -2.12568 1.50916 0.02 0.00 0.05
S -5.51420 -2.71172 -0.08750 -0.06 -0.10 0.09
O -5.12620 -1.50184 -0.81267 -0.10 -0.01 -0.17
O -6.65316 -3.41709 -0.65664 0.02 -0.01 0.00
O -4.35909 -3.57968 0.19638 -0.09 -0.05 -0.07
H -6.90222 -1.47974 1.36854 0.00 0.00 -0.01
H -5.21729 -1.56099 1.95617 -0.01 0.01 0.00
H -6.29889 -2.98510 2.12464 0.00 0.00 0.00
N -1.86881 -5.48210 -0.65692 0.01 0.00 0.01
H -2.33781 -4.60915 -0.43056 -0.13 -0.02 -0.01
H -1.25736 -5.68755 0.12543 0.02 0.00 -0.01
H -2.61304 -6.17049 -0.62734 0.00 0.00 0.01